--- P ---
Formula: H26O13
Source: OMol25
Level of theory: ωB97M-V/def2-TZVPD

Geometry (Å):
O1 -10.60889 24.87337 5.00366
O2 -8.05344 26.10399 7.29682
O3 -2.96205 22.32904 6.34919
O4 -5.29326 23.47329 3.39040
O5 -6.72457 23.69465 6.02295
O6 -5.21062 20.83704 4.58491
O7 -10.34274 24.92219 8.29298
O8 -6.13593 19.54974 6.84324
O9 -4.84811 22.41980 8.47974
O10 -8.83174 21.63641 4.46732
O11 -6.80091 24.75035 9.33303
O12 -4.99065 26.15367 7.16478
O13 -9.11702 22.74793 9.50500
H1 -6.19201 19.87541 7.74648
H2 -5.54700 20.17064 6.37098
H3 -6.12938 23.11013 6.51350
H4 -8.23898 23.14642 9.53037
H5 -8.46206 26.95174 7.06846
H6 -5.30123 25.89157 6.28452
H7 -4.86962 21.70151 4.29528
H8 -7.13757 26.16822 6.96367
H9 -9.91102 24.83112 5.66366
H10 -8.61649 20.69788 4.48760
H11 -9.54342 25.31078 7.87788
H12 -5.55392 20.43778 3.78046
H13 -7.18008 25.46843 8.79667
H14 -4.65892 22.94467 9.26492
H15 -6.03876 23.75704 3.93793
H16 -11.41226 24.66410 5.49188
H17 -9.71558 23.50920 9.39049
H18 -4.99771 27.12014 7.15920
H19 -7.22850 24.15249 6.70511
H20 -5.60560 23.56098 2.48338
H21 -5.64131 21.91965 8.70831
H22 -3.59166 22.19835 7.07689
H23 -2.90204 21.47016 5.91660
H24 -10.88625 25.67744 8.54588
H25 -8.39862 21.99909 5.24881
H26 -5.85107 24.82681 9.18859

Net charge: 0
Gap between HOMO and LUMO: 9.967 eV



--- Q ---
Formula: H26O13
Source: OMol25
Level of theory: ωB97M-V/def2-TZVPD

Geometry (Å):
O1 2.23457 1.54650 -1.60706
O2 -0.50289 0.17887 0.02706
O3 -3.17856 0.24062 1.46361
O4 -0.32020 1.89604 -2.76356
O5 2.09473 -2.52644 -2.59554
O6 2.08738 -2.03309 0.18860
O7 0.13222 0.03958 4.30349
O8 -0.09499 -0.72961 -3.83581
O9 -2.25627 2.41973 -0.61514
O10 -2.62321 -1.96234 -0.25993
O11 -0.22460 -2.00975 2.28796
O12 0.76475 3.08600 1.23632
O13 2.70761 0.78194 1.08126
H1 -1.07497 -2.35949 1.98244
H2 1.52968 -1.80441 -2.90035
H3 -0.74838 -0.38010 0.77215
H4 0.59693 2.31374 0.68493
H5 2.86064 1.23652 -2.27274
H6 -3.82457 -0.24786 1.98619
H7 -1.04605 1.66164 -2.16625
H8 0.10022 -2.66813 2.91435
H9 0.47422 1.78529 -2.21718
H10 -3.54012 -2.24862 -0.30988
H11 3.02516 -2.10258 0.41070
H12 2.58281 -0.17192 1.09041
H13 0.19452 -0.31532 -0.42269
H14 2.44054 1.04138 0.18688
H15 0.76846 2.72758 2.12960
H16 -3.43533 1.16267 1.56005
H17 2.58649 2.39570 -1.30195
H18 -2.65793 -1.08481 0.14826
H19 0.20920 -0.45601 3.47517
H20 -1.85564 1.56851 -0.36033
H21 -2.99205 2.53246 -0.01067
H22 0.12392 -0.57000 -4.75837
H23 1.62191 -2.48578 0.90408
H24 -0.14398 0.16016 -3.43774
H25 2.13179 -2.44923 -1.62614
H26 -0.74802 -0.16942 4.62783

Net charge: 0
Gap between HOMO and LUMO: 9.900 eV



--- R ---
Formula: H26O13
Source: OMol25
Level of theory: ωB97M-V/def2-TZVPD

Geometry (Å):
O1 -1.02656 1.28389 4.00947
O2 2.21387 -0.22767 -2.65308
O3 -1.62045 -2.56395 0.14858
O4 3.22164 1.57256 -0.65413
O5 1.24992 2.69372 2.36125
O6 0.36865 -0.20268 -0.46831
O7 2.69099 -2.40895 0.01302
O8 0.10419 -3.16148 2.25313
O9 0.52651 -0.40182 2.29011
O10 -2.59014 1.91691 0.74291
O11 -2.92614 1.13810 -2.01582
O12 -1.10039 -1.36400 -2.81029
O13 -0.55503 2.37056 -2.92294
H1 -2.42527 -3.04389 -0.07751
H2 2.07943 -1.69934 -0.23054
H3 -0.23479 3.13561 -3.41361
H4 -1.57546 -0.80384 -3.43483
H5 -1.56059 -2.21109 -2.84496
H6 0.23846 -4.10936 2.35069
H7 -0.40192 -3.04582 1.41389
H8 2.81476 0.07214 -1.94577
H9 1.48352 -0.33751 2.41920
H10 -1.51285 0.58583 4.45877
H11 1.01220 1.78100 2.55084
H12 0.35034 -1.36987 2.25204
H13 -1.35837 -2.10189 -0.66683
H14 2.23987 -2.88928 0.71815
H15 4.00525 1.42833 -0.10947
H16 0.12752 1.69234 -3.04790
H17 1.34559 -0.22108 -2.23509
H18 -3.41806 0.97391 -2.82554
H19 -2.07191 1.53146 -2.31264
H20 2.49302 1.67743 -0.02482
H21 0.24573 -0.23661 0.51054
H22 -0.65429 0.86209 3.21764
H23 -2.25841 2.82101 0.75435
H24 1.44715 3.07634 3.22335
H25 -2.50953 1.62671 -0.18118
H26 -0.45841 0.16023 -0.81270

Net charge: 0
Gap between HOMO and LUMO: 10.257 eV



--- S ---
Formula: H26O13
Source: OMol25
Level of theory: ωB97M-V/def2-TZVPD

Geometry (Å):
O1 2.40375 2.35482 2.98292
O2 0.29437 5.75011 0.96490
O3 -3.73365 2.27367 -1.15674
O4 -4.81484 -0.67208 1.51560
O5 1.72901 -2.93969 3.46482
O6 0.06198 -0.27640 0.44877
O7 -1.74845 0.21200 -4.15242
O8 3.02581 -4.42969 -0.79983
O9 4.70968 0.80102 -0.04856
O10 -1.77834 -4.00076 -0.75140
O11 2.04178 3.82556 -2.05073
O12 1.16726 -2.38812 -3.55113
O13 -2.14107 -2.83470 3.55217
H1 2.47959 3.04043 -2.37959
H2 2.14251 4.46837 -2.75279
H3 -1.73668 -2.13613 4.06665
H4 1.64953 -2.07042 -4.31449
H5 0.34295 -1.90189 -3.56862
H6 1.47243 2.33852 3.20344
H7 -2.19110 0.71480 -3.46869
H8 0.93261 -0.36931 0.06198
H9 -2.69505 -4.03610 -0.47821
H10 1.94136 -2.08563 3.08833
H11 -1.48911 -3.12137 -0.50797
H12 -4.55780 0.11998 1.04356
H13 -5.77155 -0.66957 1.48549
H14 4.02809 1.09793 0.55434
H15 -2.38888 0.15568 -4.86158
H16 2.49984 -3.85332 -1.35424
H17 2.38479 -4.90319 -0.26962
H18 -2.71218 -2.37803 2.93450
H19 0.62496 5.17784 0.27248
H20 0.84239 -3.12471 3.15515
H21 -3.58202 2.92208 -0.46913
H22 -0.18935 0.62768 0.25977
H23 2.78002 3.00310 3.57822
H24 1.07849 6.15202 1.33887
H25 -4.56909 2.52942 -1.54775
H26 5.46594 0.62608 0.51154

Net charge: 0
Gap between HOMO and LUMO: 10.501 eV



R (0.0038 hartree below the next structure)



--- P ---
Formula: H26O13
Source: OMol25
Level of theory: ωB97M-V/def2-TZVPD

Geometry (Å):
O1 -1.02532 -2.57309 1.73417
O2 -2.04094 -2.02714 -1.60979
O3 -2.15601 2.97993 0.87547
O4 1.71928 -2.65403 1.98424
O5 0.50418 0.26949 -0.09402
O6 -3.79961 -0.91513 0.51290
O7 2.85667 0.80531 1.55506
O8 -0.70580 1.14494 3.31146
O9 -0.58818 2.84239 -1.51623
O10 3.04156 -1.31787 -0.99833
O11 2.10928 2.58115 -0.89754
O12 -1.65074 0.31544 -2.42409
O13 1.23642 0.33634 -2.88893
H1 -0.93897 0.73798 4.14587
H2 -4.22764 -1.69394 0.15725
H3 0.79830 -2.42925 1.85194
H4 -1.60888 2.81875 0.10677
H5 3.34308 -1.85667 -0.26689
H6 -1.97323 -0.56935 -2.25264
H7 0.48140 -0.68457 -0.02004
H8 -1.91341 -2.43340 2.06283
H9 1.35678 0.33391 -1.93933
H10 -1.49636 1.06735 2.77739
H11 2.65615 1.84206 -0.63126
H12 2.01245 0.78245 -3.22805
H13 -0.94743 2.08239 -1.97403
H14 2.18224 3.20589 -0.17601
H15 3.73687 -1.39009 -1.65222
H16 2.09528 0.95561 0.99476
H17 -2.04081 3.91191 1.06088
H18 -0.38127 0.54941 0.13805
H19 -1.17277 -2.33942 -1.86473
H20 -2.92693 -0.92022 0.11966
H21 -0.70950 0.20580 -2.55931
H22 3.13123 -0.08892 1.35207
H23 0.35841 2.70040 -1.52156
H24 -2.34867 -2.66928 -0.97012
H25 1.90159 -2.39705 2.88809
H26 -0.86882 -3.50950 1.85612

Net charge: 0
Gap between HOMO and LUMO: 10.014 eV



--- Q ---
Formula: H26O13
Source: OMol25
Level of theory: ωB97M-V/def2-TZVPD

Geometry (Å):
O1 -2.84102 2.53524 0.34067
O2 -4.32244 1.78837 -1.02208
O3 0.34468 3.98218 -0.25288
O4 2.98041 -1.67462 -2.00433
O5 -0.56672 -1.51446 -3.33836
O6 -0.78489 -1.34325 3.66431
O7 4.77580 1.58256 -0.96710
O8 1.23290 -0.84306 2.27333
O9 1.75571 0.52367 -0.88483
O10 -1.94289 -3.50235 -1.17160
O11 -0.71310 -0.22369 0.65908
O12 3.55106 -0.45438 1.68015
O13 -3.34972 -1.21113 0.67010
H1 1.02802 4.59180 -0.55353
H2 -1.30687 -2.08282 -3.09722
H3 0.11207 0.25667 0.79075
H4 -2.15579 -3.10180 -2.02203
H5 2.96841 -0.47545 2.44765
H6 -0.43733 -1.06136 0.27016
H7 3.33212 -0.95597 -1.46689
H8 0.56538 -0.29331 2.69897
H9 4.09307 1.19240 -0.40976
H10 1.21695 -0.09754 -0.38202
H11 -3.39956 1.82473 -1.29769
H12 -0.98343 -3.59260 -1.18852
H13 -0.92151 -0.95010 -4.03450
H14 5.04397 2.37541 -0.48912
H15 -1.44814 -0.90288 3.12103
H16 -3.23004 -0.45130 1.25090
H17 4.41809 -0.67658 2.03775
H18 -0.22243 -1.79658 3.02624
H19 -0.31370 4.00238 -0.95653
H20 1.41184 -1.53643 2.91847
H21 -3.42934 3.13759 -0.12842
H22 3.75435 -2.20754 -2.21879
H23 1.81338 1.29881 -0.31490
H24 -4.43308 0.88997 -0.69098
H25 -3.43663 1.97920 0.85551
H26 -4.15960 -1.01181 0.18704

Net charge: 0
Gap between HOMO and LUMO: 10.187 eV



P (0.1245 hartree below the next structure)